Below is a molecular structure, C6H13B2BaF8O4, with properties calculated with ωB97M-V/def2-TZVPD.

Results
Total energy ... -38425.4797 eV
LUMO level ... 2.3 eV
Net charge ... -1
Gap between HOMO and LUMO ... 6.97 eV

Each line ends with the Mulliken charge.
Cartesian coordinates (Å):
Ba 0.567 -1.178 -0.831  1.850
B -1.627 -2.662 -1.943  0.258
F -1.277 -3.032 -0.697  -0.297
F -2.142 -1.354 -1.974  -0.273
F -0.506 -2.771 -2.716  -0.324
F -2.605 -3.554 -2.320  -0.353
B 2.126 0.718 -2.780  0.280
F 2.481 1.572 -3.783  -0.349
F 1.356 -0.349 -3.122  -0.376
F 3.256 0.263 -2.160  -0.333
F 1.512 1.355 -1.762  -0.246
C 2.827 -0.093 3.200  -0.756
C 3.350 -0.603 1.819  0.453
O 4.295 -1.380 1.711  -0.739
O 2.776 -0.304 0.797  -0.665
H 2.207 0.784 3.018  0.184
H 3.708 0.264 3.733  0.299
H 2.388 -0.920 3.759  0.205
C -1.744 -1.006 2.449  -0.851
O -1.067 -0.212 1.585  0.001
C -1.791 1.089 1.338  -0.687
C -1.119 1.825 0.179  -0.559
O -1.209 0.982 -1.006  0.049
C -1.350 1.657 -2.279  -1.082
H -2.586 -1.274 1.811  0.349
H -2.085 -0.526 3.365  0.261
H -1.148 -1.893 2.666  0.239
H -1.979 1.718 2.208  0.409
H -2.716 0.778 0.853  0.386
H -0.092 2.008 0.495  0.167
H -1.584 2.786 -0.043  0.513
H -1.102 0.998 -3.110  0.190
H -0.698 2.530 -2.319  0.361
H -2.423 1.783 -2.140  0.435

---

Below is a gas-phase ion, C6H13BCl2F (charge -1), with properties calculated with ωB97M-V/def2-TZVPD.

Results
Total energy ... -34873.3383 eV
LUMO level ... 3.3 eV
Net charge ... -1
Gap between HOMO and LUMO ... 8.73 eV

Each line ends with the Mulliken charge.
Cartesian coordinates (Å):
C 2.208 0.665 1.153  -1.274
C 1.778 0.414 -0.305  0.782
F 3.005 0.301 -1.045  -0.404
C 0.989 -0.904 -0.547  -0.767
B -0.029 -1.376 0.655  0.064
C -1.493 -0.615 0.716  -0.427
Cl -1.535 0.740 1.989  -0.272
C -2.056 -0.138 -0.645  0.192
C -1.537 1.242 -1.133  -1.047
Cl -3.911 -0.030 -0.551  -0.283
H 1.372 0.841 1.845  0.280
H 2.817 1.600 1.149  0.389
H 2.891 -0.117 1.534  0.234
H 1.290 1.309 -0.732  0.043
H 1.766 -1.698 -0.633  0.288
H 0.526 -0.825 -1.553  0.135
H -0.278 -2.550 0.449  -0.245
H 0.454 -1.334 1.754  -0.215
H -2.220 -1.359 1.099  0.327
H -1.874 -0.927 -1.394  0.320
H -0.939 1.784 -0.384  0.242
H -2.361 1.917 -1.425  0.437
H -0.862 1.062 -1.996  0.201

---

Below is 2 unconnected molecules or ions with the total composition C6H13BClO2, with properties calculated with ωB97M-V/def2-TZVPD.

Results
Total energy ... -23726.9157 eV
LUMO level ... 3.2 eV
Net charge ... -1
Gap between HOMO and LUMO ... 8.10 eV

Each line ends with the Mulliken charge.
Cartesian coordinates (Å):
B 1.021 0.637 2.724  0.259
C -0.303 -0.402 2.551  -0.323
C -1.540 0.409 2.786  0.457
O -2.250 0.187 3.679  -0.485
Cl -1.969 1.812 1.721  -0.255
H 1.879 0.443 1.885  -0.274
H 1.497 0.414 3.823  -0.206
H 0.614 1.784 2.685  -0.243
H -0.316 -0.904 1.584  -0.084
H -0.257 -1.164 3.330  0.233
C 0.745 0.448 -2.585  -0.523
C -0.140 -0.725 -2.980  -0.586
C -0.293 -1.455 -1.653  -0.540
O -0.224 -0.464 -0.631  -0.254
C 0.230 0.770 -1.190  -0.442
H 0.683 1.296 -3.268  0.340
H 1.789 0.126 -2.535  0.280
H -1.112 -0.360 -3.322  0.266
H 0.282 -1.354 -3.766  0.326
H 0.527 -2.166 -1.494  0.305
H -1.240 -1.994 -1.574  0.287
H -0.620 1.459 -1.229  0.251
H 0.994 1.200 -0.542  0.212

---

Below is a molecular structure, C6H13CeNO3, with properties calculated with ωB97M-V/def2-TZVPD.

Results
Total energy ... -26959.6071 eV
LUMO level (alpha / beta) ... -15.2 / -14.5 eV
Net charge ... +3
Expectation value of S² ... 0.75
Energy above the lowest of the compared OMol25 structures with the same formula, charge and spin ... 0.00 kJ/mol
Gap between HOMO and LUMO (alpha / beta) ... 3.58 / 4.29 eV
Spin multiplicity ... 2

Each line ends with the Mulliken charge.
Cartesian coordinates (Å):
C 3.929 0.027 0.040  -1.217
C 2.666 0.897 -0.016  -0.338
C 1.514 0.131 0.540  -0.415
O 0.263 0.894 0.378  -0.294
C -0.849 0.362 0.788  -0.516
N -1.809 0.062 -0.547  0.084
C -1.334 -1.191 -1.260  -0.785
C -3.045 -0.017 -0.193  0.647
O -3.663 -1.012 0.395  -0.527
O -3.875 1.068 -0.381  -0.562
H 4.400 -0.036 -0.925  0.338
H 3.685 -0.991 0.318  0.384
H 4.622 0.384 0.782  0.340
H 2.470 1.175 -1.042  0.318
H 2.824 1.810 0.540  0.332
H 1.670 -0.076 1.592  0.362
H 1.437 -0.821 0.028  0.278
H -1.414 1.073 1.387  0.399
H -0.744 -0.588 1.306  0.528
H -0.525 -1.660 -0.728  0.291
H -0.996 -0.864 -2.231  0.343
H -2.126 -1.907 -1.409  0.400
H -3.441 1.837 0.057  0.429
Ce -5.661 -0.557 0.581  2.181

---

Below is a gas-phase ion, C6H13ClNO (charge +1), with properties calculated with ωB97M-V/def2-TZVPD.

Results
Total energy ... -22484.1190 eV
LUMO level ... -3.0 eV
Net charge ... +1
SMILES ... C[C@@]1(Cl)C[C@]1(C)[NH2+]CO
Energy above the lowest of the compared OMol25 structures with the same formula, charge and spin ... 62.64 kJ/mol
Gap between HOMO and LUMO ... 11.66 eV

Each line ends with the Mulliken charge.
Cartesian coordinates (Å):
C 1.409 0.015 2.245  -1.182
C 0.421 -0.623 1.323  0.804
Cl 0.686 -2.363 1.071  -0.262
C -1.001 -0.186 1.251  -0.936
C -0.023 0.135 0.099  0.300
C 0.443 1.484 -0.196  -1.496
N -0.037 -0.778 -1.046  0.001
C -1.317 -0.455 -1.960  -0.170
O -0.987 -0.508 -3.307  -0.496
H 1.024 -0.026 3.249  0.336
H 1.578 1.083 1.885  0.226
H 2.343 -0.446 2.238  0.418
H -1.339 0.726 1.830  0.300
H -1.754 -0.767 1.012  0.335
H -0.216 2.226 -0.764  0.361
H 1.468 1.443 -0.682  0.359
H 0.520 2.041 0.840  0.341
H 0.038 -1.781 -0.556  0.380
H 0.839 -0.753 -1.673  0.415
H -2.010 -1.312 -1.666  0.336
H -1.623 0.600 -1.617  0.276
H -0.462 0.245 -3.575  0.352

---

Below is a molecular structure, C6H13HoO3, with properties calculated with ωB97M-V/def2-TZVPD.

Results
Total energy ... -38353.2566 eV
LUMO level (alpha / beta) ... -9.3 / -9.4 eV
Net charge ... +2
Expectation value of S² ... 6.01
Energy above the lowest of the compared OMol25 structures with the same formula, charge and spin ... 250.58 kJ/mol
Gap between HOMO and LUMO (alpha / beta) ... 7.51 / 7.43 eV
Spin multiplicity ... 5

Each line ends with the Mulliken charge.
Cartesian coordinates (Å):
H 3.283 0.856 0.401  0.277
C 2.888 -0.025 0.922  -0.659
H 1.529 2.045 1.662  0.397
H 3.331 -0.092 1.926  0.336
H 3.118 -0.925 0.344  0.325
C 1.006 1.107 1.902  -0.470
H 1.238 0.823 2.940  0.325
O 1.472 0.073 1.021  -0.291
C -0.488 1.248 1.672  -0.384
H -0.899 1.928 2.437  0.378
H -0.638 1.715 0.680  0.275
O -1.120 -0.007 1.692  -0.606
C -2.367 -0.756 -0.052  -0.642
H -2.639 0.304 0.007  0.239
O -1.391 -0.089 -2.100  -0.290
C -1.733 -1.109 -1.274  -0.189
C -0.551 -0.422 -3.191  -0.648
H 0.236 -1.137 -2.905  0.288
H -0.072 0.507 -3.516  0.274
H -2.060 -2.021 -1.791  0.542
H -1.129 -0.915 -3.987  0.338
Ho -0.037 -1.565 0.806  1.780
H -2.976 -1.544 0.402  0.405

---

Below is a gas-phase ion, C6H13INO2 (charge +1), with properties calculated with ωB97M-V/def2-TZVPD.

Results
Total energy ... -20106.4333 eV
LUMO level (alpha / beta) ... -4.6 / -5.2 eV
Net charge ... +1
Energy above the lowest of the compared OMol25 structures with the same formula, charge and spin ... 185.51 kJ/mol
Gap between HOMO and LUMO (alpha / beta) ... 7.25 / 6.47 eV

Each line ends with the Mulliken charge.
Cartesian coordinates (Å):
C 0.382 -0.080 0.909  0.732
C 0.428 -2.546 0.153  -0.951
C -2.458 1.560 0.261  -0.759
C -0.288 -1.414 0.991  -0.534
C 2.540 0.042 -1.736  -0.792
C -0.084 0.954 0.168  -0.168
N -1.367 1.257 -0.560  0.073
O 1.559 0.029 1.414  -0.867
O 0.578 2.168 0.214  -0.661
I 3.397 -0.448 -0.023  0.578
H 1.133 -3.070 0.664  0.309
H 0.913 -2.046 -0.689  0.086
H -0.419 -3.179 -0.254  0.329
H -3.180 2.394 -0.189  0.331
H -3.042 0.638 0.741  0.281
H -2.030 2.080 1.168  0.310
H -0.155 -1.564 1.993  0.386
H -1.336 -1.425 0.747  0.345
H 2.706 0.834 -2.505  0.391
H 2.024 -0.818 -2.100  0.355
H -1.619 0.500 -1.133  0.402
H -1.023 2.032 -1.140  0.405
H 1.340 2.102 0.907  0.419

---

Below is a gas-phase ion, C6H13N (charge -1), with properties calculated with ωB97M-V/def2-TZVPD.

Results
Total energy ... -7918.4199 eV
LUMO level (alpha / beta) ... 3.7 / 3.6 eV
Net charge ... -1
Expectation value of S² ... 0.75
Energy above the lowest of the compared OMol25 structures with the same formula, charge and spin ... 282.89 kJ/mol
Gap between HOMO and LUMO (alpha / beta) ... 2.61 / 5.53 eV
Spin multiplicity ... 2

Each line ends with the Mulliken charge.
Cartesian coordinates (Å):
C -1.708 -1.651 1.352  -0.912
N -0.580 -0.596 1.035  -0.405
C 0.129 -0.703 -0.165  0.653
C 0.766 0.634 -0.399  -1.371
C -0.270 1.736 -0.810  -0.655
C 0.223 3.011 -1.148  -0.665
C 1.358 -1.771 -0.150  -1.472
H -2.629 -1.509 0.603  0.202
H -1.880 -1.520 2.419  0.383
H -1.347 -2.699 1.228  0.270
H 0.045 -0.514 1.805  0.266
H -0.691 -0.924 -0.868  0.459
H 1.495 0.645 -1.151  0.303
H 1.332 1.135 0.391  0.272
H -1.342 1.414 -0.828  0.262
H -0.088 3.616 -2.010  0.162
H 1.124 3.303 -0.558  0.203
H 2.345 -1.354 -0.113  0.458
H 1.370 -2.370 0.760  0.360
H 1.335 -2.584 -1.009  0.226